The following is a quantum chemistry calculation of a structure of composition C45H123FeN8O16, from the Open Molecules 2025 dataset.

Each line ends with the Mulliken spin population.
Atoms and positions in Å:
1 Fe 2.772 -3.759 -1.778  3.903
2 C -0.149 0.675 -2.226  0.007
3 C 1.312 0.419 -1.729  -0.055
4 C 1.840 1.678 -1.020  0.071
5 C 1.194 1.852 0.403  -0.031
6 C 1.423 0.655 1.206  0.071
7 C 0.879 -0.590 0.593  -0.019
8 N 1.430 -0.721 -0.822  0.549
9 O 1.322 -1.988 -1.447  0.296
10 C -0.635 -0.515 0.707  0.021
11 C 1.373 -1.758 1.525  0.022
12 C 2.200 0.309 -3.025  0.020
13 H -0.482 1.669 -1.928  0.015
14 H -0.794 -0.156 -1.941  0.035
15 H -0.203 0.675 -3.315  -0.008
16 H 1.678 2.508 -1.707  0.003
17 H 2.917 1.559 -0.906  -0.047
18 H 0.138 2.083 0.267  0.001
19 H 1.615 2.727 0.899  -0.001
20 H 0.937 0.920 2.145  -0.002
21 H 2.499 0.597 1.372  -0.016
22 H -0.953 -0.288 1.724  0.001
23 H -1.102 -1.438 0.363  -0.001
24 H -1.050 0.299 0.113  0.007
25 H 1.166 -1.433 2.545  0.006
26 H 2.412 -2.040 1.354  -0.012
27 H 0.816 -2.689 1.422  0.001
28 H 2.180 1.250 -3.574  0.001
29 H 1.896 -0.497 -3.694  0.001
30 H 3.250 0.125 -2.797  0.002
31 C 1.055 -0.003 -6.564  0.000
32 O 2.179 -0.475 -7.300  0.000
33 H 0.219 0.244 -7.219  0.000
34 H 0.806 -0.829 -5.899  0.000
35 H 1.343 0.842 -5.939  0.000
36 H 2.441 0.285 -7.825  0.000
37 C 1.371 5.684 0.314  0.000
38 O 0.400 6.666 0.262  0.000
39 H 1.096 5.115 1.203  0.000
40 H 1.444 5.085 -0.594  0.000
41 H 2.360 6.106 0.490  0.000
42 H 0.515 7.388 0.885  0.000
43 C 6.744 1.123 -2.704  0.000
44 O 7.164 0.595 -1.460  0.000
45 H 7.205 0.558 -3.514  0.000
46 H 5.705 0.868 -2.910  0.000
47 H 6.921 2.187 -2.866  0.000
48 H 6.893 1.199 -0.764  0.000
49 C -1.649 0.320 4.119  0.001
50 O -1.853 0.759 5.391  0.000
51 H -1.191 1.141 3.567  0.000
52 H -0.936 -0.501 4.194  0.000
53 H -2.535 -0.118 3.658  0.000
54 H -2.189 1.655 5.466  0.000
55 C -0.250 -6.354 0.062  0.003
56 C 0.812 -5.801 -0.934  0.002
57 C 0.162 -5.203 -2.199  0.010
58 O 1.080 -4.474 -2.978  0.019
59 C 0.382 -3.649 -3.959  0.000
60 N 1.680 -4.790 -0.316  0.075
61 H -0.801 -5.521 0.499  -0.001
62 H 0.068 -6.961 0.909  0.000
63 H -1.066 -6.936 -0.367  0.001
64 H 1.513 -6.594 -1.194  -0.007
65 H -0.524 -4.459 -1.794  -0.001
66 H -0.331 -5.999 -2.759  0.001
67 H 1.063 -3.279 -4.725  -0.002
68 H -0.039 -2.751 -3.505  -0.002
69 H -0.431 -4.117 -4.514  0.002
70 H 2.071 -5.264 0.486  0.007
71 H 1.049 -4.223 0.232  -0.008
72 C 0.283 -3.076 5.100  0.000
73 C -0.622 -3.525 6.246  0.000
74 C -1.621 -4.688 5.821  0.000
75 O -2.508 -5.121 6.839  0.000
76 C -3.103 -6.394 6.680  0.000
77 N 0.114 -3.903 7.416  0.000
78 H 0.819 -3.993 4.853  0.000
79 H 1.058 -2.359 5.371  0.000
80 H -0.317 -2.721 4.262  0.000
81 H -1.271 -2.695 6.524  0.000
82 H -1.038 -5.540 5.471  0.000
83 H -2.254 -4.309 5.018  0.000
84 H -3.899 -6.214 5.959  0.000
85 H -3.577 -6.652 7.627  0.000
86 H -2.504 -7.277 6.459  0.000
87 H -0.598 -4.225 8.055  0.000
88 H 0.549 -3.071 7.789  0.000
89 C -5.743 -3.891 -4.448  0.000
90 C -4.273 -3.992 -4.054  0.000
91 C -3.953 -3.206 -2.722  0.003
92 O -4.363 -1.841 -2.712  0.000
93 C -3.500 -1.074 -3.536  0.003
94 N -3.921 -5.356 -4.058  0.000
95 H -6.057 -4.657 -5.157  0.000
96 H -6.101 -2.906 -4.749  0.000
97 H -6.327 -3.997 -3.534  0.000
98 H -3.684 -3.460 -4.801  0.000
99 H -2.885 -3.375 -2.581  -0.002
100 H -4.338 -3.720 -1.841  0.000
101 H -2.602 -0.792 -2.986  0.003
102 H -3.866 -0.057 -3.682  0.000
103 H -3.157 -1.502 -4.478  0.000
104 H -4.416 -5.805 -3.301  0.000
105 H -4.405 -5.738 -4.858  0.000
106 C 2.917 4.112 3.640  0.000
107 C 2.174 5.239 4.432  0.000
108 C 2.360 4.982 5.945  0.000
109 O 1.697 3.778 6.407  0.000
110 C 0.312 3.710 6.217  0.000
111 N 2.762 6.527 4.031  0.000
112 H 3.992 4.209 3.791  0.000
113 H 2.705 4.251 2.580  0.000
114 H 2.686 3.085 3.924  0.000
115 H 1.111 5.221 4.191  0.000
116 H 1.892 5.789 6.510  0.000
117 H 3.386 5.053 6.305  0.000
118 H -0.186 4.662 6.033  0.000
119 H -0.171 3.158 7.024  0.000
120 H -0.004 3.065 5.397  0.000
121 H 2.469 6.881 3.132  0.000
122 H 2.583 7.266 4.696  0.000
123 C -4.108 1.038 0.076  0.000
124 C -3.544 2.390 -0.321  0.000
125 C -3.355 2.612 -1.861  0.000
126 O -2.868 3.929 -2.105  0.000
127 C -1.629 4.326 -1.499  0.001
128 N -4.519 3.334 0.282  0.000
129 H -3.373 0.270 -0.164  0.001
130 H -5.039 0.944 -0.482  0.000
131 H -4.378 0.962 1.129  0.000
132 H -2.607 2.542 0.215  0.000
133 H -4.292 2.661 -2.416  0.000
134 H -2.684 1.826 -2.206  0.001
135 H -0.856 3.670 -1.899  0.000
136 H -1.623 4.272 -0.410  0.000
137 H -1.310 5.307 -1.851  0.000
138 H -4.178 4.237 -0.015  0.000
139 H -5.352 3.187 -0.270  0.000
140 C -7.716 -3.464 -0.182  0.000
141 C -7.482 -2.487 0.955  0.000
142 C -6.019 -2.063 1.146  0.000
143 O -5.217 -3.245 1.408  0.000
144 C -3.867 -2.841 1.656  0.000
145 N -8.330 -1.333 0.803  0.000
146 H -7.403 -3.002 -1.118  0.000
147 H -8.762 -3.628 -0.439  0.000
148 H -7.269 -4.448 -0.045  0.000
149 H -7.721 -2.976 1.900  0.000
150 H -5.986 -1.231 1.850  0.000
151 H -5.721 -1.641 0.187  0.000
152 H -3.834 -2.002 2.351  0.000
153 H -3.422 -2.555 0.702  0.000
154 H -3.264 -3.665 2.037  0.000
155 H -8.119 -0.530 1.379  0.000
156 H -9.213 -1.639 1.186  0.000
157 C 7.382 4.795 0.637  0.000
158 C 6.198 4.425 -0.242  0.000
159 C 5.390 3.361 0.528  -0.001
160 O 6.172 2.141 0.673  0.000
161 C 5.469 1.226 1.422  0.001
162 N 5.456 5.700 -0.406  0.000
163 H 7.942 5.555 0.092  0.000
164 H 7.986 3.914 0.852  0.000
165 H 7.096 5.262 1.579  0.000
166 H 6.458 4.026 -1.222  0.000
167 H 4.489 3.197 -0.064  -0.001
168 H 5.032 3.660 1.513  0.000
169 H 6.118 0.362 1.568  0.000
170 H 4.603 0.890 0.853  0.001
171 H 5.171 1.558 2.417  0.000
172 H 5.952 6.395 -0.946  0.000
173 H 5.152 6.100 0.470  0.000
174 C 4.766 -1.615 -1.094  -0.013
175 C 5.004 -2.072 -2.490  -0.012
176 O 3.827 -2.536 -3.125  0.035
177 O 4.188 -2.705 -0.430  0.009
178 H 4.100 -0.754 -1.037  0.019
179 H 5.679 -1.340 -0.565  0.002
180 H 5.650 -2.948 -2.428  -0.002
181 H 5.467 -1.361 -3.175  0.005
182 H 3.861 -2.450 -4.080  0.003
183 H 4.616 -2.762 0.428  0.003
184 C 0.013 4.271 -4.855  0.000
185 C -1.121 3.423 -5.398  0.000
186 O -1.522 3.658 -6.773  0.000
187 O -0.482 5.549 -4.566  0.000
188 H 0.919 4.366 -5.452  0.000
189 H 0.366 3.919 -3.886  0.000
190 H -2.027 3.692 -4.855  0.000
191 H -0.869 2.375 -5.233  0.000
192 H -1.944 4.518 -6.708  0.000
193 H 0.069 5.948 -3.889  0.000

Summary:
**LUMO (spin up / spin down)**: -0.2015 / -0.2569 Ha
**HOMO-LUMO gap (spin up / spin down)**: 6.684 / 5.175 eV
**Strongest force on any atom**: 4.19 eV/A
**Net charge**: +2
**2S+1**: 6